C52H39Br2N3OP2RbS3 as an isolated structure. Source: the OMol25 dataset; level of theory: the ωB97M-V functional and the def2-TZVPD basis.

```
103
Properties=species:S:1:pos:R:3:lowdin_charge:R:1
Rb -0.01 2.02 -0.73 0.405
Br -7.22 0.99 -2.26 0.750
C -5.34 0.93 -1.98 -0.662
C -4.85 0.82 -0.69 -0.079
C -3.47 0.80 -0.56 -0.123
N -2.63 0.85 -1.58 0.060
C -3.11 0.93 -2.81 -0.209
C -4.49 0.99 -3.05 -0.055
C -2.14 0.98 -3.93 -0.196
C -2.54 0.78 -5.25 -0.057
C -1.61 0.93 -6.25 -0.663
Br -2.11 0.66 -8.07 0.748
C -0.30 1.27 -5.96 -0.088
C 0.01 1.39 -4.61 -0.127
N -0.86 1.24 -3.62 0.094
H -5.51 0.78 0.17 0.109
H -3.03 0.73 0.43 0.114
H -4.88 1.11 -4.05 0.101
H -3.55 0.49 -5.49 0.102
H 0.44 1.42 -6.73 0.105
H 1.03 1.62 -4.32 0.115
O -1.04 -1.35 1.85 -0.071
C -1.86 -0.98 2.88 -0.281
C -2.90 -1.75 3.38 -0.028
C -3.70 -1.21 4.38 -0.091
C -3.48 0.07 4.86 -0.088
C -2.44 0.84 4.33 -0.057
C -1.62 0.33 3.33 -0.279
P -0.31 1.26 2.43 1.058
C -0.21 2.74 3.48 -0.428
C 0.61 2.87 4.60 -0.099
C 0.63 4.07 5.30 -0.085
C -0.15 5.14 4.89 -0.090
C -0.97 5.01 3.79 -0.099
C -1.01 3.81 3.09 -0.161
C 1.15 0.24 2.92 -0.347
C 2.16 0.06 1.97 -0.096
C 3.28 -0.70 2.27 -0.081
C 3.39 -1.31 3.51 -0.091
C 2.38 -1.15 4.45 -0.084
C 1.26 -0.38 4.16 -0.097
C -0.67 -2.64 1.58 -0.259
C -0.62 -3.64 2.55 -0.011
C -0.24 -4.92 2.18 -0.073
C 0.08 -5.20 0.86 -0.085
C 0.08 -4.19 -0.08 -0.088
C -0.26 -2.88 0.27 -0.283
P -0.16 -1.46 -0.90 1.122
C 1.50 -1.78 -1.62 -0.354
C 2.52 -2.41 -0.90 -0.091
C 3.78 -2.56 -1.45 -0.071
C 4.05 -2.09 -2.73 -0.089
C 3.06 -1.43 -3.43 -0.105
C 1.81 -1.24 -2.87 -0.125
C -1.33 -2.17 -2.14 -0.351
C -1.03 -2.61 -3.43 -0.082
C -2.04 -3.06 -4.27 -0.086
C -3.35 -3.09 -3.84 -0.095
C -3.66 -2.68 -2.55 -0.080
C -2.66 -2.22 -1.71 -0.116
H -3.09 -2.74 3.00 0.114
H -4.51 -1.80 4.79 0.099
H -4.11 0.48 5.63 0.100
H -2.27 1.85 4.68 0.106
H 1.27 2.07 4.89 0.089
H 1.30 4.18 6.15 0.096
H -0.07 6.09 5.39 0.101
H -1.53 5.86 3.42 0.104
H -1.60 3.74 2.19 0.062
H 2.07 0.52 0.99 0.065
H 4.06 -0.82 1.53 0.100
H 4.26 -1.91 3.75 0.097
H 2.46 -1.63 5.42 0.098
H 0.48 -0.25 4.90 0.111
H -0.86 -3.41 3.58 0.119
H -0.20 -5.70 2.93 0.104
H 0.35 -6.21 0.57 0.099
H 0.37 -4.39 -1.11 0.116
H 2.33 -2.78 0.10 0.102
H 4.56 -3.05 -0.88 0.105
H 5.04 -2.22 -3.16 0.103
H 3.28 -1.03 -4.42 0.106
H 1.06 -0.68 -3.40 0.076
H -0.01 -2.61 -3.78 0.090
H -1.79 -3.40 -5.27 0.102
H -4.14 -3.44 -4.50 0.099
H -4.69 -2.71 -2.20 0.106
H -2.90 -1.91 -0.71 0.101
S 1.25 6.97 1.85 0.252
C 0.97 5.48 1.08 -1.927
S -0.41 5.29 0.07 0.175
S 2.05 4.16 1.33 0.304
C 6.20 1.70 -1.37 -0.083
C 5.47 1.41 -2.52 -0.082
C 4.09 1.42 -2.43 -0.171
N 3.42 1.70 -1.32 0.077
C 4.13 2.01 -0.23 -0.177
C 5.51 2.01 -0.21 -0.050
H 7.28 1.70 -1.39 0.100
H 5.96 1.19 -3.45 0.096
H 3.49 1.20 -3.31 0.082
H 3.56 2.32 0.64 -0.002
H 6.04 2.27 0.70 0.107
```

Output
Total charge ... -1
ΔE to the lowest compared entry with this formula, charge and spin ... 139.4 kJ/mol
LUMO level ... 1.0 eV

=====

C25H47LaN8O3S2Se as an isolated structure. Source: the OMol25 dataset; level of theory: the ωB97M-V functional and the def2-TZVPD basis.

```
87
Properties=species:S:1:pos:R:3:lowdin_charge:R:1
La -0.35 -0.47 -2.28 1.655
C -4.78 -0.76 -0.59 -0.267
S -3.86 -1.20 -2.04 0.779
C -4.62 -0.02 -3.16 -0.236
O -2.51 -0.66 -1.68 -0.801
H -4.69 0.33 -0.37 0.081
H -4.39 -1.35 0.24 0.040
H -5.85 -1.00 -0.76 0.075
H -5.64 -0.33 -3.38 0.057
H -4.09 0.01 -4.15 0.072
H -4.59 0.95 -2.60 0.072
C 1.17 3.04 6.01 -0.102
C 0.23 3.82 5.03 -0.261
C -0.77 2.99 4.20 -0.210
C -0.39 2.87 2.73 -0.199
N 0.98 2.34 2.73 -0.052
C 1.17 -0.41 1.66 -0.662
S -0.05 -1.35 0.92 0.612
N 1.81 -0.65 2.82 0.033
C 1.96 -1.90 3.58 -0.171
C 2.05 -1.74 5.10 -0.214
C 3.30 -1.07 5.61 -0.253
C 4.68 -1.62 5.06 -0.093
H 1.76 3.75 6.62 0.075
H 1.82 2.30 5.48 0.048
H 0.53 2.39 6.67 0.082
H 0.79 4.50 4.37 0.105
H -0.35 4.45 5.66 0.085
H -1.82 3.39 4.29 0.126
H -0.88 1.99 4.67 0.115
H -0.47 3.83 2.19 0.115
H -1.03 2.15 2.16 0.126
H 1.57 2.67 3.47 0.080
H 2.28 0.15 3.20 0.128
H 2.88 -2.39 3.25 0.116
H 1.09 -2.56 3.34 0.115
H 1.91 -2.73 5.53 0.115
H 1.17 -1.25 5.52 0.110
H 3.34 -1.09 6.72 0.107
H 3.27 0.02 5.38 0.090
H 4.69 -2.65 4.83 0.043
H 5.47 -1.43 5.81 0.072
H 4.93 -1.09 4.10 0.081
C 3.00 -1.53 -1.11 -0.052
O 2.12 -0.40 -1.17 -0.329
C 2.42 0.63 -0.28 -0.314
C 3.47 1.58 -0.66 -0.033
H 3.91 -1.36 -1.69 0.101
H 2.45 -2.35 -1.56 0.079
H 3.22 -1.78 -0.04 0.107
H 4.23 1.09 -1.23 0.077
H 4.04 2.00 0.20 0.100
H 3.13 2.44 -1.26 0.095
C -2.08 3.10 -3.56 -0.080
C -0.99 2.97 -2.54 -0.590
C -0.43 4.25 -2.06 -0.079
O -0.54 1.83 -2.15 -0.402
H -1.80 3.93 -4.27 0.075
H -3.05 3.46 -3.11 0.076
H -2.19 2.15 -4.15 0.068
H -0.51 4.88 -2.94 0.061
H 0.58 4.03 -1.73 0.060
H -1.04 4.75 -1.27 0.075
Se 1.00 0.12 -4.95 0.472
C -0.50 -0.31 -6.02 -0.690
C -0.65 0.57 -7.17 -0.145
C -1.64 0.28 -8.04 -0.197
N -2.45 -0.77 -7.96 0.040
C -2.34 -1.56 -6.90 -0.191
C -1.45 -1.37 -5.87 -0.132
H -0.04 1.47 -7.24 0.084
H -1.82 0.91 -8.89 0.094
H -3.04 -2.35 -6.83 0.090
H -1.44 -2.01 -4.99 0.067
N -1.92 -5.24 0.27 0.153
C -1.43 -5.73 -0.89 -0.572
N -1.95 -6.82 -1.44 0.131
N -0.34 -5.13 -1.45 0.095
C -0.41 -3.96 -1.98 -0.390
N -0.29 -2.93 -2.57 -0.080
H -2.83 -5.49 0.55 -0.001
H -1.55 -4.33 0.52 0.057
H -2.66 -7.39 -0.97 0.089
H -1.30 -7.34 -2.03 0.114
N 1.72 1.99 1.58 0.025
C 1.73 0.77 0.97 -0.222
H 1.93 2.71 0.93 0.125
```

Output
ΔE to the lowest compared entry with this formula, charge and spin ... 129.2 kJ/mol
LUMO level (alpha / beta) ... -0.1 / -0.1 eV

=====

A 16-piece molecular cluster, C3H38NO16S overall. Source: the OMol25 dataset; level of theory: the ωB97M-V functional and the def2-TZVPD basis.

```
59
Properties=species:S:1:pos:R:3:lowdin_charge:R:1
O 0.19 -3.69 0.69 0.073
C -0.60 -2.96 0.15 -0.235
C -0.45 -1.44 0.24 -0.346
C -1.75 -0.76 0.63 -0.471
S -2.67 -0.39 -0.91 0.778
N 0.61 -1.16 1.25 0.198
H -1.49 -3.31 -0.39 0.139
H -0.08 -1.10 -0.70 0.112
H -1.56 0.18 1.14 0.051
H -2.35 -1.38 1.29 0.088
H -3.45 0.58 -0.41 -0.162
H 0.85 -0.16 1.23 0.113
H 1.41 -1.75 1.08 0.117
H 0.24 -1.38 2.24 0.101
H 0.65 0.80 -3.89 0.019
H -0.90 0.54 -3.80 0.052
O -0.24 1.20 -4.02 -0.052
H 1.24 2.15 1.66 0.089
H 1.02 2.14 0.13 0.033
O 0.55 2.05 0.99 -0.064
H 2.63 -1.28 -2.97 0.035
H 3.34 -2.63 -3.39 0.091
O 2.78 -2.22 -2.71 -0.062
H 2.86 2.90 -1.31 0.096
H 1.37 2.77 -1.87 0.025
O 2.13 2.27 -1.37 -0.112
H -3.00 2.91 0.00 0.031
H -4.39 3.00 0.64 0.079
O -3.66 2.39 0.50 -0.082
H 3.37 -0.27 0.58 0.009
H 2.88 1.07 -0.05 -0.005
O 3.02 0.61 0.79 -0.066
H -0.99 2.12 1.96 -0.004
H -2.54 2.16 1.87 0.021
O -1.79 2.14 2.51 -0.072
H -0.20 -3.40 -3.05 0.069
H 1.08 -2.77 -2.53 0.013
O 0.12 -2.82 -2.34 -0.060
H -2.04 0.51 5.19 0.071
H -2.03 0.87 3.66 0.007
O -2.11 0.13 4.30 -0.060
H -1.50 4.85 -0.11 0.096
H -0.82 3.48 0.32 0.042
O -1.42 3.91 -0.32 -0.035
H 2.32 1.04 -2.61 0.035
H 2.95 0.86 -4.03 0.093
O 2.40 0.42 -3.38 -0.052
H -1.32 -4.62 2.50 0.073
H -2.58 -4.28 3.28 0.070
O -1.94 -3.89 2.68 -0.041
H -0.10 2.77 -3.18 0.042
H -0.50 3.68 -1.92 0.038
O 0.22 3.45 -2.54 -0.042
H -0.97 -1.06 3.90 0.017
H -0.97 -2.55 3.47 0.025
O -0.37 -1.80 3.63 -0.062
H 3.25 -2.18 -0.97 0.025
H 3.93 -2.72 0.29 0.077
O 3.38 -1.99 -0.02 -0.057
```

Output
Total charge ... +1
ΔE to the lowest compared entry with this formula, charge and spin ... 0.0 kJ/mol
LUMO level ... -2.4 eV

=====

A 2-piece molecular cluster, C3H10N3O overall. Source: the OMol25 dataset; level of theory: the ωB97M-V functional and the def2-TZVPD basis.

```
17
Properties=species:S:1:pos:R:3:lowdin_charge:R:1
N 0.74 2.88 -2.03 -0.051
C -0.11 1.81 -1.42 -0.603
O 0.15 1.55 -0.14 -0.336
H 1.70 2.60 -1.84 0.026
H 0.60 3.70 -1.46 0.024
H -1.15 2.17 -1.60 0.075
H 0.03 0.93 -2.09 0.070
C -0.56 -1.30 1.64 -0.258
C 0.00 -1.84 0.56 -0.243
N 0.28 -3.26 0.51 -0.042
N -0.95 0.01 1.78 0.017
H -0.80 -1.98 2.46 0.091
H 0.26 -1.20 -0.28 0.084
H 1.28 -3.43 0.52 0.040
H -0.08 -3.67 -0.34 0.038
H -0.56 0.65 1.04 0.013
H -0.81 0.37 2.71 0.055
```

Output
Total charge ... -1
ΔE to the lowest compared entry with this formula, charge and spin ... 116.4 kJ/mol
LUMO level ... 4.1 eV